(1)
{
  "formula": "C32H34Cl4N7O7RuS2",
  "method": "the ωB97M-V functional and the def2-TZVPD basis",
  "spin_multiplicity": 2,
  "s_squared": 0.75,
  "homo_lumo_gap_ev": [6.52, 6.43],
  "relative_energy_kj_mol": 109.4,
  "elements": ["Ru", "Cl", "Cl", "Cl", "Cl", "S", "S", "O", "O", "O", "O", "O", "O", "O", "N", "N", "N", "N", "N", "N", "N", "C", "C", "C", "C", "C", "C", "C", "C", "C", "C", "C", "C", "C", "C", "C", "C", "C", "C", "C", "C", "C", "C", "C", "C", "C", "C", "C", "C", "C", "C", "C", "C", "H", "H", "H", "H", "H", "H", "H", "H", "H", "H", "H", "H", "H", "H", "H", "H", "H", "H", "H", "H", "H", "H", "H", "H", "H", "H", "H", "H", "H", "H", "H", "H", "H", "H"],
  "xyz": [[-0.33825, -0.17479, 0.16517], [5.30115, -2.86050, -2.38085], [1.67896, -4.51108, 1.32376], [3.86867, -0.05951, -2.47194], [4.21042, -5.11080, -0.47931], [0.70052, -0.64736, 3.17015], [-0.82193, 3.64762, 2.02090], [-1.23071, 0.30534, -3.84159], [-0.27791, 2.67910, 1.01929], [-0.53549, -0.45366, -1.87763], [-2.04138, -1.31748, 0.64800], [1.47257, 0.05778, -0.69410], [0.62286, -1.73354, 0.89114], [-0.24029, 0.18863, 2.28899], [-5.22433, -1.48718, -4.97731], [-4.25706, -1.37799, 0.31545], [-5.01376, -3.03750, -2.46168], [-3.77597, 0.15550, -4.16051], [-0.58537, -3.64319, -1.87006], [-3.19201, -1.02077, -6.01412], [-1.98747, 1.12495, -0.51441], [2.29186, -3.33208, 0.22148], [1.04899, 2.66659, 3.77563], [4.23411, 0.66441, 1.64452], [-5.33057, 3.02888, 2.33056], [-2.98102, -1.78409, -0.05038], [-2.83774, -2.61250, -1.17391], [2.14068, -1.08620, -0.70060], [3.90259, -2.58052, -1.40507], [3.30189, -1.23997, 3.43870], [-4.48628, 1.92314, 2.32851], [-1.58610, -3.16069, -1.56885], [-4.80482, 4.30848, 2.24979], [-4.43261, 0.43656, -2.89399], [3.42432, -3.57580, -0.57145], [-0.43782, 2.93657, 3.65266], [-3.42947, 4.48748, 2.15926], [-4.06836, -0.79871, -5.01312], [-2.74629, 2.42146, -2.56300], [0.69026, 0.26541, 4.74226], [2.87419, 0.58956, 1.91607], [5.12236, -0.19478, 2.27254], [-1.11847, 0.39152, -2.60315], [4.65818, -1.14324, 3.17539], [1.38555, 1.62488, 4.84392], [1.65725, -2.11793, 0.13456], [2.42481, -0.36610, 2.80665], [-1.64898, 1.62885, -1.84803], [-3.11368, 2.09072, 2.24714], [-4.00130, -2.89834, -1.91666], [-4.18681, 1.88344, -2.45319], [-2.59463, 3.38141, 2.16264], [3.26842, -1.32853, -1.46427], [-4.90418, 0.92755, 2.40553], [-5.50544, 0.26275, -2.98534], [-3.00629, 5.48172, 2.08264], [2.92687, -2.01681, 4.09558], [-0.77342, 2.27190, -1.71701], [6.17873, -0.13990, 2.04472], [-4.82546, 2.54263, -3.04514], [-6.40160, 2.88901, 2.39635], [-5.27699, -2.30044, -5.56997], [-3.23342, -1.89906, -6.50143], [5.34799, -1.82478, 3.65484], [1.17190, -0.43681, 5.42707], [-2.23353, 1.86312, 0.13239], [-4.53538, 1.96436, -1.41937], [1.58483, 3.59089, 4.00264], [-4.05708, -0.26165, -2.14016], [-5.46203, 5.16785, 2.25118], [-4.28203, -1.03960, 1.26469], [2.46418, 1.45718, 4.82753], [1.41171, 2.31728, 2.81170], [2.18339, 1.24717, 1.41003], [-2.75155, 3.44007, -2.16818], [-5.58969, -1.67639, -4.04945], [-0.99564, 2.00468, 3.69128], [-0.36464, 0.30313, 5.02407], [-5.02630, -1.98276, 0.06665], [-0.82827, 3.63072, 4.40019], [-2.45372, 2.50851, -3.61150], [-2.76030, 0.41211, -4.16538], [1.14900, 2.02515, 5.83514], [-2.44407, 1.23470, 2.24279], [4.58787, 1.38262, 0.91628], [-2.26471, -0.63437, -5.89305], [-2.78164, 0.49646, -0.59088]],
  "forces_ev_per_angstrom": [[-0.7, -1.1, -0.3], [0.0, 0.0, 0.0], [0.0, 0.0, 0.0], [0.0, 0.0, 0.0], [0.0, 0.0, 0.0], [-0.1, -0.3, 0.2], [0.1, -0.1, 0.2], [0.1, 0.1, 0.0], [-0.2, 0.5, 0.0], [-0.6, -0.7, 0.0], [-0.2, 0.0, 0.3], [0.5, 0.8, 0.7], [0.1, -0.7, -0.4], [0.5, 0.4, -0.1], [0.0, 0.0, 0.1], [0.0, -0.1, 0.0], [0.0, 0.0, 0.0], [0.0, 0.0, -0.1], [-0.1, 0.0, 0.0], [0.0, 0.0, 0.0], [0.3, 0.3, -0.1], [0.1, 0.0, -0.1], [0.0, 0.0, 0.0], [0.0, 0.0, 0.0], [0.0, 0.0, 0.0], [0.0, 0.1, 0.1], [-0.1, 0.0, -0.2], [0.0, -0.2, -0.1], [0.1, 0.1, 0.0], [0.0, -0.1, -0.1], [0.0, 0.0, 0.0], [0.0, 0.0, 0.1], [0.0, 0.0, 0.0], [0.0, 0.0, 0.0], [0.0, 0.0, 0.1], [-0.1, 0.0, -0.1], [0.0, 0.0, 0.0], [0.0, 0.0, 0.0], [-0.1, -0.2, 0.1], [-0.1, 0.1, 0.0], [0.1, 0.0, -0.1], [0.0, 0.0, 0.0], [0.3, 0.3, 0.1], [0.0, 0.0, 0.0], [0.0, 0.0, 0.0], [0.1, 0.8, 0.2], [0.0, -0.1, -0.2], [0.1, -0.2, -0.2], [0.0, 0.0, 0.1], [0.0, 0.0, 0.1], [0.1, 0.0, -0.1], [0.0, 0.0, 0.0], [0.0, 0.0, 0.0], [0.0, 0.0, 0.0], [0.0, 0.0, 0.0], [0.0, 0.0, 0.0], [0.0, 0.0, 0.0], [0.0, 0.0, -0.1], [0.0, 0.0, 0.0], [0.0, 0.0, 0.0], [0.0, 0.0, 0.0], [0.0, 0.0, 0.0], [0.0, 0.0, 0.0], [0.0, 0.0, 0.0], [0.0, 0.0, 0.0], [0.2, 0.1, -0.1], [0.0, 0.0, 0.0], [0.0, 0.0, 0.0], [0.0, 0.0, 0.0], [0.0, 0.0, 0.0], [0.0, 0.0, 0.0], [0.0, 0.0, 0.0], [-0.1, 0.1, 0.1], [-0.1, -0.1, -0.2], [0.0, 0.0, 0.0], [0.0, -0.1, 0.0], [0.0, 0.0, 0.0], [0.0, 0.0, 0.0], [0.0, 0.0, 0.0], [0.0, 0.0, 0.0], [0.0, 0.0, 0.0], [0.0, 0.0, 0.0], [0.0, 0.0, 0.0], [0.0, 0.0, 0.0], [0.0, 0.0, 0.0], [0.0, 0.0, 0.0], [-0.1, 0.1, 0.2]]
}


(2)
{
  "formula": "C32H34ClN6O14S2Ta",
  "method": "the ωB97M-V functional and the def2-TZVPD basis",
  "charge": -2,
  "homo_lumo_gap_ev": 6.82,
  "relative_energy_kj_mol": 67.4,
  "elements": ["Ta", "Cl", "S", "S", "O", "O", "O", "O", "O", "O", "O", "O", "O", "O", "O", "O", "O", "O", "N", "N", "N", "N", "N", "N", "C", "C", "C", "C", "C", "C", "C", "C", "C", "C", "C", "C", "C", "C", "C", "C", "C", "C", "C", "C", "C", "C", "C", "C", "C", "C", "C", "C", "C", "C", "C", "C", "H", "H", "H", "H", "H", "H", "H", "H", "H", "H", "H", "H", "H", "H", "H", "H", "H", "H", "H", "H", "H", "H", "H", "H", "H", "H", "H", "H", "H", "H", "H", "H", "H", "H"],
  "xyz": [[0.13430, -0.36694, 0.46822], [7.91378, -4.46966, 3.03857], [1.59897, 0.78323, -1.12445], [2.44393, -0.98881, -1.95600], [2.12741, -0.93651, 3.91462], [1.52363, -1.49820, -2.94922], [-3.73479, 0.07477, -0.60900], [-2.73671, 1.24484, -3.45647], [2.54292, -1.80139, -0.73670], [-1.29565, -0.05868, -2.34531], [-0.88297, -0.51400, 2.78268], [3.74904, -0.61821, -2.48142], [0.50962, 1.49892, 1.69001], [4.30358, -0.12632, 1.46613], [-0.03186, 3.47059, 2.61795], [-0.23916, -3.39773, 2.31217], [1.48023, -0.89473, 1.79179], [-5.56544, -0.79158, 3.38539], [-1.11176, 1.86870, -0.32593], [1.87071, -3.78694, 1.54330], [-4.54360, -0.48565, 1.40204], [1.31815, -4.09980, 3.79837], [-0.42630, -1.84475, -0.31153], [-2.21565, -0.15971, 1.09359], [-1.73395, 4.03681, 0.45545], [-3.17834, -0.51317, 3.41484], [-2.97000, -1.72607, 4.33421], [-1.03596, 2.84281, 0.57284], [-2.53117, 4.23213, -0.65413], [-0.84686, -3.02315, -0.87893], [-0.11302, 2.59952, 1.75639], [-2.04689, -0.42246, 2.40337], [6.81998, -3.16504, 2.60631], [2.25074, -0.53954, 2.77246], [5.93545, -2.68006, 3.54017], [3.36963, 0.43043, 2.37738], [5.07002, -1.64646, 3.18516], [-1.91694, 0.95350, -2.40717], [6.02393, -1.60755, 0.94823], [-2.59756, 3.23024, -1.60886], [-3.13974, -3.06137, 3.62164], [6.87163, -2.63461, 1.32336], [-2.17891, -3.43119, -0.73686], [-2.60977, -4.63591, -1.26623], [-1.72180, -5.45519, -1.95427], [-3.45622, -0.17255, 0.55138], [-1.87407, 2.06518, -1.40248], [5.10167, -1.12525, 1.89784], [0.04181, -3.84464, -1.57770], [6.06682, -1.00453, -0.41980], [-3.40362, 2.05920, 3.46146], [-4.53630, -0.61701, 2.75709], [0.91696, -3.71440, 2.52821], [-0.40201, -5.04792, -2.10443], [2.71004, -4.18673, 4.18137], [-3.14548, 0.78595, 4.25435], [-2.15941, 0.82791, 4.72165], [-2.70460, 0.44747, -4.00472], [-4.39730, 2.05398, 3.00534], [-2.05369, -6.40275, -2.36336], [4.36902, -1.26578, 3.91496], [-2.66757, 2.19492, 2.66916], [3.87419, 0.77528, 3.28438], [-2.40713, -3.17939, 2.82358], [0.70138, -3.69000, 4.48191], [-2.86153, -2.79047, -0.19332], [-2.98468, -3.88703, 4.31936], [-1.61801, 4.76556, 1.24504], [3.22306, -3.22050, 4.14426], [2.77186, -4.57044, 5.20033], [-5.43848, -0.51361, 0.93625], [-3.89316, 0.67277, 5.04278], [5.90685, -3.09770, 4.53788], [-3.33630, 2.93395, 4.10948], [1.61057, -3.29311, 0.69527], [0.29938, -5.67699, -2.64137], [-3.09285, 5.14970, -0.78099], [-1.96065, -1.63971, 4.74049], [6.89179, -1.42712, -0.99576], [-4.14875, -3.16454, 3.21399], [6.19451, 0.07795, -0.35752], [2.90863, 1.26569, 1.85702], [2.82480, -3.59980, 1.80965], [7.58133, -3.02849, 0.60677], [-3.64337, -4.93800, -1.13668], [-3.68349, -1.63582, 5.15672], [5.13475, -1.16598, -0.96400], [3.23480, -4.89453, 3.53797], [-3.19965, 3.32889, -2.49843], [1.06171, -3.51320, -1.70723]],
  "forces_ev_per_angstrom": [[-1.3, 2.1, 1.2], [0.0, 0.0, 0.0], [0.2, -0.3, -0.4], [0.2, 0.1, 0.5], [0.0, 0.0, 0.1], [0.0, 0.0, -0.1], [0.0, -0.1, 0.0], [0.0, -0.1, 0.0], [0.2, -0.4, -0.3], [0.0, 0.0, 0.0], [0.0, -0.2, 0.1], [-0.1, 0.2, -0.2], [-0.1, 0.2, 0.1], [0.0, 0.1, 0.0], [0.0, 0.0, 0.0], [-0.1, -0.2, 0.1], [0.6, -0.6, -0.2], [0.0, 0.0, 0.0], [-0.1, -0.1, -0.3], [-0.1, -0.1, 0.0], [0.0, 0.0, 0.0], [-0.1, -0.1, 0.0], [0.6, -0.9, -0.4], [-0.2, -0.1, 0.0], [0.0, 0.0, 0.0], [0.0, 0.1, 0.0], [0.0, 0.0, 0.0], [0.0, 0.0, 0.0], [0.0, 0.0, 0.0], [-0.3, 0.1, 0.2], [0.1, 0.0, -0.1], [0.1, 0.0, 0.0], [0.0, 0.0, 0.0], [-0.2, 0.1, -0.1], [0.0, 0.0, 0.0], [0.0, 0.0, 0.1], [0.1, 0.0, 0.0], [0.0, 0.1, 0.0], [0.0, 0.0, 0.0], [0.0, 0.0, 0.0], [0.0, 0.0, 0.0], [0.0, 0.0, 0.0], [0.0, 0.0, 0.0], [0.0, 0.0, 0.0], [0.0, 0.0, 0.0], [0.1, 0.2, -0.1], [0.0, 0.0, -0.1], [0.1, 0.0, 0.0], [0.0, -0.1, 0.0], [0.0, 0.0, 0.0], [0.0, 0.0, 0.0], [0.0, 0.0, 0.0], [0.2, 0.1, -0.2], [0.0, 0.0, 0.0], [0.0, 0.1, 0.0], [0.0, -0.1, 0.0], [0.0, 0.0, 0.0], [0.0, 0.0, 0.0], [0.0, 0.0, 0.0], [0.0, 0.0, 0.0], [0.0, 0.0, 0.0], [0.0, 0.0, 0.0], [0.0, 0.0, 0.0], [0.0, 0.0, 0.0], [0.0, 0.0, 0.0], [0.0, 0.0, 0.0], [0.0, 0.0, 0.0], [0.0, 0.0, 0.0], [-0.1, -0.1, 0.0], [0.0, 0.0, 0.0], [0.0, 0.0, 0.0], [0.0, 0.0, 0.0], [0.0, 0.0, 0.0], [0.0, 0.0, 0.0], [0.0, 0.0, 0.0], [0.0, 0.0, 0.0], [0.0, 0.0, 0.0], [0.0, 0.0, 0.0], [0.0, 0.0, 0.0], [0.0, 0.0, 0.0], [0.0, 0.0, 0.0], [0.0, 0.0, 0.0], [0.0, 0.0, 0.0], [0.0, 0.0, 0.0], [0.0, 0.0, 0.0], [0.0, 0.0, 0.0], [0.0, 0.0, 0.0], [0.0, 0.0, 0.0], [0.0, 0.0, 0.0], [0.0, 0.0, 0.0]]
}